C33H49BaGeN5OS2SeSi2 | ωB97M-V/def2-TZVPD

Computed properties:
HOMO-LUMO gap, eV: 3.913
HOMO energy, eV: -0.615
Relative energy (zero: lowest compared OMol25 entry of this formula, charge and spin), eV: 0.0000
E, eV: -204498.5554
M, g mol⁻¹: 940.99

Structure (ORCA input):
```
! RIJCOSX wB97M-V def2-TZVPD def2/J DEFGRID3
* xyz -2 1
Ba 0.359 1.278 0.476
C 1.582 -2.323 -2.809
C 1.935 -2.661 -1.382
C 3.209 -2.388 -0.894
C 3.569 -2.706 0.413
C 4.967 -2.416 0.907
C 2.620 -3.296 1.240
C 1.329 -3.568 0.786
C 0.306 -4.181 1.709
C 1.004 -3.254 -0.529
H 1.928 -1.320 -3.072
H 0.505 -2.344 -2.965
H 2.050 -3.030 -3.500
H 3.935 -1.911 -1.547
H 5.706 -2.977 0.331
H 5.078 -2.679 1.959
H 5.205 -1.355 0.804
H 2.886 -3.544 2.266
H -0.640 -4.348 1.195
H 0.097 -3.517 2.552
H 0.662 -5.134 2.110
H 0.001 -3.448 -0.893
S 0.794 1.778 -2.797
C 0.339 3.474 -2.749
C 1.076 4.321 -3.683
N 1.672 4.956 -4.439
C -0.599 4.072 -1.960
S -1.662 3.332 -0.779
C -0.753 5.519 -2.100
N -0.886 6.661 -2.178
C 0.652 0.370 4.998
Si -0.353 1.119 3.499
C -0.339 2.974 4.077
C -2.123 0.501 3.964
C -2.602 0.798 5.256
C -3.836 0.362 5.714
C -4.633 -0.409 4.870
C -4.182 -0.706 3.592
C -2.941 -0.262 3.092
Si -2.507 -0.683 1.221
C -2.965 -2.565 1.210
C -4.103 0.013 0.389
H 0.220 0.629 5.978
H 1.688 0.747 4.997
H 0.687 -0.726 4.931
H -0.679 3.133 5.113
H -0.956 3.597 3.420
H 0.693 3.360 4.010
H -1.983 1.389 5.929
H -4.173 0.616 6.714
H -5.604 -0.764 5.205
H -4.823 -1.305 2.949
H -4.043 -2.745 1.340
H -2.439 -3.103 2.009
H -2.672 -3.010 0.250
H -5.007 -0.170 0.989
H -4.250 -0.460 -0.590
H -4.022 1.094 0.225
C 3.436 4.834 2.040
N 3.485 3.408 2.379
C 4.281 2.909 3.342
C 4.286 1.602 3.653
C 3.391 0.760 2.911
N 2.582 1.246 2.006
C 2.585 2.581 1.720
O 1.805 3.083 0.905
N 3.358 -0.575 3.127
H 4.227 5.342 2.586
H 2.466 5.248 2.303
H 3.575 4.962 0.970
H 4.920 3.627 3.840
H 4.930 1.211 4.426
H 3.522 -0.867 4.079
H 2.549 -1.025 2.712
C -1.217 0.903 -6.076
Ge -1.467 -1.012 -6.145
C 0.267 -1.908 -6.164
C -2.382 -1.449 -7.829
C -2.604 -1.802 -4.782
Se -2.262 -1.402 -2.904
C -2.738 0.482 -2.973
H -0.642 1.212 -6.953
H -0.662 1.194 -5.180
H -2.174 1.428 -6.082
H 0.694 -1.881 -7.169
H 0.175 -2.950 -5.847
H 0.951 -1.399 -5.481
H -1.781 -1.145 -8.691
H -3.340 -0.925 -7.878
H -2.573 -2.523 -7.902
H -2.513 -2.888 -4.874
H -3.645 -1.545 -4.997
H -1.996 1.039 -3.537
H -2.731 0.859 -1.954
H -3.735 0.581 -3.401
*
```